No. 1
{"formula": "C30H28BN9PRe", "method": "wB97M-V/def2-TZVPD", "species": ["Re", "C", "C", "N", "N", "C", "B", "N", "C", "C", "C", "N", "N", "C", "C", "C", "N", "N", "C", "C", "C", "N", "H", "H", "H", "H", "H", "H", "H", "H", "H", "H", "H", "H", "N", "C", "C", "C", "C", "C", "C", "P", "C", "C", "C", "C", "C", "C", "C", "C", "C", "C", "C", "C", "H", "H", "H", "H", "H", "H", "H", "H", "H", "H", "H", "H", "H", "H", "H", "H"], "positions_angstrom": [[0.2691, 0.5631, 0.3541], [-1.8866, 3.3028, 2.6866], [-1.0175, 2.2590, 2.5567], [-0.8790, 1.9547, 1.2194], [-1.6941, 2.7967, 0.5132], [-2.2857, 3.6141, 1.3748], [-1.7646, 2.5733, -1.0363], [-2.1623, 1.0640, -1.2005], [-3.2532, 0.5338, -1.7311], [-3.2628, -0.8601, -1.4946], [-2.1189, -1.1151, -0.8050], [-1.4257, 0.0710, -0.6168], [-0.2800, 2.6735, -1.5566], [0.3140, 3.5068, -2.3934], [1.6641, 3.1095, -2.5894], [1.8390, 2.0076, -1.8217], [0.6469, 1.7376, -1.1618], [-2.6779, 3.4331, -1.7712], [-3.9327, 3.9309, -1.4645], [-4.4426, 4.4693, -2.5905], [-3.4470, 4.2516, -3.5779], [-2.3950, 3.6079, -3.1049], [-2.1959, 3.7926, 3.5976], [-0.4767, 1.7204, 3.3226], [-2.9478, 4.4002, 1.0376], [-3.9752, 1.1526, -2.2535], [-4.0180, -1.5680, -1.8002], [-1.7381, -2.0552, -0.4398], [-0.2152, 4.3528, -2.8101], [2.3893, 3.5880, -3.2305], [2.7126, 1.3860, -1.6900], [-4.3751, 3.8619, -0.4813], [-5.4158, 4.9082, -2.7299], [-3.4774, 4.5377, -4.6191], [2.1494, 0.8527, 1.3985], [3.0895, -0.0033, 0.6621], [4.4010, 0.3809, 0.5043], [5.2647, -0.4522, -0.2026], [4.8104, -1.6553, -0.7471], [3.4863, -2.0315, -0.6101], [2.6029, -1.2162, 0.1192], [0.9380, -1.7672, 0.5242], [0.4422, -3.1485, -0.4254], [-0.1902, -4.2209, 0.2294], [-0.5368, -5.3410, -0.5044], [-0.2932, -5.3791, -1.8752], [0.3229, -4.3080, -2.5271], [0.6754, -3.1814, -1.8141], [0.7880, -1.9619, 2.2749], [-0.3276, -1.3800, 2.9052], [-0.4641, -1.4804, 4.2836], [0.5016, -2.1633, 5.0140], [1.5977, -2.7562, 4.3801], [1.7645, -2.6418, 3.0084], [2.0994, 0.5644, 2.3836], [2.5050, 1.8105, 1.4189], [4.7688, 1.3076, 0.9341], [6.3014, -0.1611, -0.3247], [5.5010, -2.3093, -1.2657], [3.1435, -2.9676, -1.0301], [-0.3752, -4.1934, 1.2967], [-0.9876, -6.1894, -0.0077], [-0.5956, -6.2479, -2.4461], [0.5176, -4.3601, -3.5904], [1.1281, -2.3389, -2.3272], [-1.1191, -0.9111, 2.3141], [-1.3256, -1.0557, 4.7840], [0.3999, -2.2443, 6.0891], [2.3220, -3.3142, 4.9602], [2.6195, -3.0974, 2.5215]], "forces_ev_per_a": [[-0.47, 0.28, -1.32], [0.00, 0.01, -0.02], [-0.04, 0.11, -0.21], [0.48, -0.62, 0.51], [0.04, -0.16, 0.12], [-0.08, 0.22, 0.02], [0.00, 0.00, -0.02], [-0.18, -0.31, 0.16], [-0.07, 0.18, -0.16], [0.05, -0.09, 0.04], [-0.19, 0.16, -0.18], [0.89, -0.14, 0.63], [0.23, 0.10, -0.17], [0.12, 0.14, -0.02], [-0.03, 0.07, -0.06], [-0.16, 0.09, -0.14], [0.25, -0.75, 0.82], [-0.01, 0.17, 0.40], [0.37, -0.24, 0.36], [-0.11, -0.02, -0.61], [0.15, -0.15, -0.31], [-0.75, 0.47, 0.08], [-0.01, 0.00, -0.08], [0.00, -0.03, -0.10], [0.08, -0.05, 0.01], [0.09, -0.04, 0.04], [0.01, 0.08, -0.01], [-0.01, 0.09, -0.01], [-0.05, -0.15, -0.04], [-0.06, 0.01, 0.03], [-0.11, -0.04, 0.04], [0.07, -0.07, -0.07], [0.05, 0.14, 0.03], [0.01, -0.02, 0.03], [-0.09, 0.36, 0.43], [-0.18, -0.12, 0.06], [0.14, 0.10, -0.08], [0.00, -0.02, -0.03], [-0.01, -0.01, -0.01], [0.06, 0.10, -0.10], [-0.24, 0.33, -0.01], [-0.07, -0.24, -0.11], [-0.05, -0.02, -0.05], [0.20, -0.04, -0.01], [-0.06, 0.01, -0.03], [0.00, 0.01, 0.02], [-0.10, 0.01, -0.04], [-0.02, 0.02, 0.02], [-0.14, 0.19, 0.01], [0.00, 0.07, -0.11], [0.03, 0.10, 0.04], [0.04, -0.03, -0.02], [0.02, 0.04, 0.01], [-0.06, 0.05, 0.16], [0.05, -0.08, -0.05], [0.04, 0.01, 0.01], [-0.02, -0.03, -0.03], [-0.01, -0.03, 0.03], [-0.01, 0.04, 0.00], [0.02, -0.01, 0.05], [0.03, -0.01, -0.01], [-0.06, 0.01, -0.02], [0.08, -0.04, 0.01], [-0.04, 0.00, 0.01], [0.02, -0.04, 0.02], [-0.05, -0.14, 0.04], [0.03, -0.01, -0.01], [-0.02, -0.06, -0.02], [-0.01, 0.03, 0.02], [-0.02, 0.01, 0.01]], "mulliken_charge": [0.90, -1.49, -0.17, -0.43, 0.53, 0.28, 0.57, 0.49, 0.27, -1.43, -0.24, -0.04, 0.36, 0.36, -1.27, -0.27, -0.24, 0.47, -0.24, -0.84, -0.26, -1.00, 0.49, 0.48, 0.64, 0.51, 0.51, 0.61, 0.66, 0.48, 0.47, 0.52, 0.48, 0.51, -0.32, 0.09, -0.74, -0.70, -0.81, -1.11, 0.45, 2.03, 0.20, -0.22, -0.86, -0.56, -0.99, -0.58, -0.04, 0.18, -0.86, -0.60, -0.79, -0.41, 0.33, 0.44, 0.50, 0.49, 0.52, 0.57, 0.51, 0.49, 0.48, 0.50, 0.58, 0.53, 0.53, 0.48, 0.49, 0.54], "total_charge": 4, "lumo_ev": [-15.10, -15.11], "orbital_gap_ev": [4.0, 4.0]}

No. 2
{"formula": "C30H28BaCl5N4SSb", "method": "wB97M-V/def2-TZVPD", "species": ["Ba", "Cl", "C", "C", "C", "Cl", "C", "Cl", "C", "Cl", "C", "Cl", "S", "Sb", "C", "C", "C", "C", "C", "C", "C", "C", "C", "C", "C", "C", "C", "C", "C", "C", "C", "C", "H", "H", "H", "H", "H", "H", "H", "H", "H", "H", "H", "H", "H", "H", "H", "C", "N", "C", "N", "C", "N", "C", "N", "C", "C", "H", "H", "H", "H", "H", "H", "H", "H", "H", "H", "H", "H", "H"], "positions_angstrom": [[-0.8389, -1.3168, -2.8483], [-5.4694, -2.9471, -3.7725], [-5.0917, -1.3020, -3.4444], [-3.7776, -0.9914, -3.2075], [-3.2571, 0.6264, -2.8638], [-1.3923, 1.7900, -2.4069], [-4.3216, 1.5558, -2.8583], [-4.0638, 3.2501, -2.5388], [-5.6612, 1.1061, -3.1220], [-6.9555, 2.3013, -3.1044], [-6.0282, -0.2610, -3.4022], [-7.7050, -0.6621, -3.7052], [-1.2764, -1.8363, 0.2598], [-0.2811, 0.0761, 0.8300], [1.4498, -0.2854, 2.0504], [2.4194, 0.7160, 2.1773], [3.5508, 0.5002, 2.9703], [3.7165, -0.7183, 3.6361], [2.7510, -1.7221, 3.5083], [1.6190, -1.5072, 2.7159], [-1.1474, -0.0400, 2.8520], [-0.8286, 1.0010, 3.7434], [-1.3336, 1.0089, 5.0458], [-2.1655, -0.0240, 5.4782], [-2.4921, -1.0648, 4.6078], [-1.9886, -1.0768, 3.3031], [-1.6823, 1.7041, 0.8396], [-3.0622, 1.4660, 0.8942], [-3.9581, 2.5397, 0.8998], [-3.4776, 3.8522, 0.8488], [-2.1010, 4.0912, 0.7908], [-1.2042, 3.0183, 0.7847], [2.2933, 1.6608, 1.6647], [4.2981, 1.2769, 3.0692], [4.5922, -0.8846, 4.2501], [2.8799, -2.6652, 4.0232], [0.8745, -2.2863, 2.6203], [-0.1846, 1.8093, 3.4228], [-1.0793, 1.8168, 5.7195], [-2.5569, -0.0182, 6.4871], [-3.1375, -1.8659, 4.9447], [-2.2688, -1.9003, 2.6700], [-3.4383, 0.4522, 0.9333], [-5.0235, 2.3549, 0.9435], [-4.1712, 4.6830, 0.8536], [-1.7292, 5.1070, 0.7508], [-0.1394, 3.2066, 0.7409], [2.6641, -0.8490, -3.6621], [1.9790, -1.2448, -2.4396], [2.2931, -0.2890, -1.3868], [3.7301, -0.2515, -1.1531], [4.4029, 0.1374, -2.3846], [4.1036, -0.8155, -3.4444], [4.5546, -2.1387, -3.0366], [3.8827, -2.5436, -1.8096], [2.4448, -2.5651, -2.0388], [4.1836, -1.5788, -0.7612], [2.3040, 0.1307, -4.0051], [2.4150, -1.5360, -4.4825], [1.7595, -0.5465, -0.4617], [1.9201, 0.7101, -1.6504], [5.4876, 0.2070, -2.2249], [4.1033, 1.1514, -2.6830], [5.6446, -2.1484, -2.8996], [4.3713, -2.8707, -3.8351], [1.9164, -2.9018, -1.1363], [2.1880, -3.3119, -2.8026], [5.2608, -1.5689, -0.5449], [3.7158, -1.8811, 0.1857], [-0.4800, -0.8906, -5.3987]], "forces_ev_per_a": [[-0.93, -0.05, -1.35], [-0.25, -0.12, -0.04], [1.27, 2.56, 0.61], [4.79, 2.32, 1.20], [-4.30, -1.07, -0.72], [-2.10, -2.60, -0.83], [1.32, -0.79, 0.05], [-0.34, -0.33, -0.18], [-0.60, -1.42, -0.31], [0.63, -0.53, 0.01], [-0.47, 1.73, 0.20], [0.49, 0.32, 0.13], [-0.02, -1.13, -1.16], [-1.93, -0.32, 3.28], [1.71, 0.62, -0.13], [-0.04, -0.38, 0.09], [-0.31, -0.46, 0.15], [-0.38, 0.21, -0.34], [-0.09, 0.64, -0.37], [-0.12, 0.16, -0.29], [-0.63, -0.23, 1.34], [-0.43, -0.66, 0.05], [-0.02, -0.28, -0.38], [0.07, -0.11, -0.35], [0.35, 0.54, 0.00], [0.47, 0.82, 0.15], [-0.07, 1.96, -0.69], [0.39, -0.23, -0.11], [0.80, 0.18, 0.01], [0.46, -0.36, 0.05], [-0.39, -0.47, 0.15], [-0.31, -0.25, 0.05], [0.12, 0.03, -0.03], [-0.04, 0.00, -0.03], [-0.01, 0.01, -0.02], [-0.08, 0.01, -0.04], [-0.08, -0.02, -0.02], [0.07, 0.13, 0.00], [0.02, 0.02, -0.01], [0.00, 0.01, 0.00], [0.00, -0.02, -0.04], [0.06, -0.10, -0.35], [-0.01, -0.06, -0.02], [0.04, -0.09, -0.02], [0.01, -0.02, -0.03], [0.03, -0.04, -0.01], [0.01, 0.11, -0.07], [0.31, 0.24, -0.85], [-1.49, 0.01, 0.00], [0.37, 0.21, 0.17], [-0.01, 0.92, 1.03], [0.21, 0.28, -0.22], [0.44, 0.34, -0.85], [0.26, -0.16, -0.28], [0.20, -1.15, 0.35], [0.20, -0.54, 0.26], [0.08, -0.17, 0.35], [0.10, -0.11, 0.25], [0.07, -0.01, 0.30], [0.58, -0.44, -0.29], [0.22, -0.04, -0.30], [-0.20, -0.32, 0.08], [-0.25, -0.27, 0.02], [-0.24, 0.21, 0.22], [-0.28, 0.20, 0.16], [0.18, 0.30, 0.10], [0.24, 0.28, -0.14], [-0.16, 0.10, -0.35], [-0.23, 0.08, -0.25], [0.19, -0.18, 0.64]], "mulliken_charge": [1.29, -0.20, 0.04, -0.94, 0.29, -0.28, 0.01, -0.13, 0.10, -0.19, 0.34, -0.18, -0.57, 0.96, 0.45, -0.17, -0.65, -0.56, -0.68, -0.43, 0.60, -0.50, -0.85, -0.51, -0.64, -0.29, 0.69, -0.50, -0.66, -0.65, -0.61, -0.36, 0.39, 0.44, 0.41, 0.42, 0.40, 0.34, 0.42, 0.38, 0.42, 0.33, 0.40, 0.45, 0.40, 0.41, 0.40, -0.65, 0.12, 1.10, 0.26, -0.66, 0.09, -0.67, 0.07, -0.77, -0.52, 0.24, 0.31, -1.80, 0.64, 0.31, 0.30, 0.29, 0.33, 0.29, 0.33, 0.30, 0.17, -0.32], "relative_energy_kcal_mol": 17.49, "total_charge": 0, "lumo_ev": -2.31, "orbital_gap_ev": 3.9}

No. 3
{"formula": "C30H28BrMnN8O5SeSi", "method": "wB97M-V/def2-TZVPD", "species": ["Mn", "C", "C", "N", "C", "C", "N", "C", "O", "O", "C", "O", "O", "H", "H", "H", "H", "H", "Br", "C", "C", "C", "C", "C", "C", "N", "N", "C", "C", "C", "C", "O", "C", "N", "C", "C", "C", "C", "H", "H", "H", "H", "H", "H", "H", "H", "H", "Se", "N", "C", "C", "C", "C", "N", "C", "N", "H", "H", "H", "C", "Si", "C", "C", "C", "H", "H", "H", "H", "H", "H", "H", "H", "H", "H", "H"], "positions_angstrom": [[-0.5442, -0.9840, 0.6944], [2.7895, -0.9038, -1.6125], [2.7725, -1.2663, -0.1712], [1.7270, -1.1829, 0.6221], [2.0990, -1.6845, 1.8387], [3.4120, -2.0575, 1.7960], [3.8187, -1.7817, 0.5133], [4.3711, -2.6313, 2.7672], [3.9139, -2.8654, 3.9742], [5.5174, -2.8363, 2.4258], [1.0693, -1.8159, 2.9098], [1.4200, -2.2249, 4.0263], [-0.1143, -1.5069, 2.5690], [1.8917, -0.3315, -1.8420], [2.7731, -1.8043, -2.2300], [3.6742, -0.3202, -1.8693], [4.7531, -1.9676, 0.1842], [2.9238, -2.6233, 4.0537], [-6.3883, 0.1377, -4.4858], [-4.7701, -0.7319, -4.9620], [-3.9765, -0.1936, -5.9587], [-2.7935, -0.8346, -6.2907], [-2.3938, -1.9775, -5.6130], [-3.2164, -2.5211, -4.6292], [-4.4084, -1.8967, -4.3036], [-1.2037, -2.6196, -6.1123], [-0.3534, -3.1283, -5.3690], [-0.4304, -2.9929, -3.9446], [-0.3707, -4.1611, -3.2099], [-0.5021, -4.1272, -1.8164], [-0.6576, -2.9140, -1.1728], [-0.7540, -2.7668, 0.1509], [-0.6766, -1.7175, -1.9262], [-0.7411, -0.5710, -1.1783], [-1.1011, 0.6690, -1.8612], [-0.5303, 0.6811, -3.2599], [-0.3420, -0.4433, -3.9538], [-0.5342, -1.7385, -3.3127], [-4.2772, 0.7095, -6.4706], [-2.1622, -0.4497, -7.0816], [-2.9217, -3.4197, -4.1051], [-5.0445, -2.3048, -3.5303], [-0.2553, -5.1024, -3.7322], [-0.4742, -5.0367, -1.2301], [-0.6506, 1.4889, -1.2963], [-0.3308, 1.6465, -3.7141], [0.0191, -0.4081, -4.9756], [-4.2478, 0.8421, 2.0790], [-3.6126, 2.5208, 2.2915], [-2.3141, 2.4761, 2.0028], [-1.3838, 3.5292, 2.0343], [-0.0621, 3.2704, 1.6600], [0.3298, 2.0068, 1.2580], [-0.5319, 0.9747, 1.2190], [-1.8121, 1.1810, 1.5938], [-2.6492, 0.1637, 1.5578], [-1.7010, 4.5185, 2.3359], [0.6730, 4.0635, 1.6726], [1.3466, 1.7914, 0.9553], [-4.8113, 3.0079, -1.5691], [-3.1633, 2.6462, -2.3830], [-1.8856, 3.8815, -1.7761], [-3.3584, 2.8566, -4.2404], [-2.6235, 0.9091, -1.8965], [-5.1928, 3.9906, -1.8580], [-4.7117, 2.9867, -0.4807], [-5.5536, 2.2590, -1.8557], [-2.2248, 4.9061, -1.9491], [-0.9278, 3.7588, -2.2891], [-1.7032, 3.7661, -0.7048], [-3.4921, 3.9121, -4.4929], [-4.2419, 2.3167, -4.5875], [-2.4947, 2.4781, -4.7912], [-3.0915, 0.1584, -2.5450], [-3.0078, 0.7287, -0.8866]], "forces_ev_per_a": [[0.15, 0.00, -0.03], [-0.01, -0.01, -0.01], [0.00, 0.02, 0.01], [-0.01, -0.05, 0.02], [0.00, 0.01, -0.02], [0.00, -0.02, 0.01], [0.01, 0.00, 0.00], [0.03, 0.12, 0.02], [-0.05, -0.03, 0.00], [-0.02, -0.05, -0.01], [0.00, -0.06, 0.01], [0.02, 0.01, 0.00], [-0.03, 0.03, -0.04], [0.00, 0.00, 0.00], [0.01, 0.00, 0.00], [0.00, 0.00, 0.00], [0.00, 0.00, 0.00], [0.02, 0.01, -0.01], [0.00, 0.00, 0.00], [-0.01, 0.00, 0.00], [0.00, 0.00, 0.01], [0.00, 0.00, 0.01], [0.00, 0.01, -0.02], [0.00, 0.00, 0.00], [0.00, -0.01, 0.00], [-0.01, 0.00, 0.00], [0.00, -0.01, 0.01], [0.01, 0.00, -0.01], [0.00, 0.00, 0.01], [0.00, 0.00, -0.01], [0.01, -0.01, 0.02], [-0.01, -0.01, -0.01], [-0.01, 0.00, -0.01], [-0.02, -0.02, 0.03], [0.02, 0.01, 0.01], [-0.01, 0.01, -0.01], [0.00, 0.00, 0.01], [0.01, 0.00, 0.01], [0.00, 0.00, 0.00], [0.00, 0.00, 0.00], [0.00, 0.00, 0.00], [0.00, 0.00, 0.00], [0.00, 0.00, 0.00], [0.00, 0.00, 0.00], [0.01, 0.00, 0.00], [0.00, 0.00, 0.00], [0.00, 0.00, 0.00], [0.00, 0.00, -0.03], [0.01, 0.00, 0.03], [-0.01, 0.01, -0.03], [0.00, 0.00, 0.00], [0.00, 0.00, 0.00], [0.00, 0.00, 0.00], [-0.04, 0.04, 0.01], [0.01, -0.03, 0.00], [-0.07, 0.06, 0.05], [0.00, 0.00, 0.00], [0.00, 0.00, 0.00], [0.00, 0.00, 0.00], [0.03, 0.01, 0.01], [0.00, 0.01, 0.00], [0.02, 0.00, 0.01], [-0.01, -0.02, -0.01], [-0.01, -0.04, 0.01], [0.00, 0.00, 0.00], [-0.02, 0.00, 0.00], [0.00, 0.00, 0.00], [-0.01, 0.00, 0.00], [0.00, 0.00, 0.00], [0.00, 0.01, 0.00], [0.00, 0.00, 0.00], [0.01, 0.00, -0.01], [0.00, 0.00, 0.01], [0.01, 0.01, -0.01], [-0.02, 0.00, 0.00]], "mulliken_charge": [0.03, -0.97, 0.16, 0.21, 0.04, -0.05, -0.05, 0.50, -0.56, -0.66, 0.88, -0.87, -0.46, -0.08, 0.26, 0.48, 0.24, 0.46, -0.15, -0.03, -0.35, -0.32, 0.26, -0.08, -0.61, -0.46, -0.64, -0.11, -0.42, -1.03, 1.43, -0.97, -1.11, 0.51, -0.29, -1.12, -0.86, 1.86, 0.48, 0.41, 0.43, 0.43, 0.38, 0.48, 0.07, 0.57, 0.61, 0.07, -0.96, 0.63, -0.74, -0.75, -0.35, 0.36, 0.88, -0.59, 0.41, 0.35, 0.45, -1.04, 0.02, -0.79, -0.92, 1.22, 0.34, 0.28, 0.29, 0.42, 0.26, 0.09, 0.49, 0.11, 0.29, -0.74, -0.02], "relative_energy_kcal_mol": 0.00, "total_charge": -1, "lumo_ev": [2.16, 1.70], "s2": 8.83, "multiplicity": 6, "orbital_gap_ev": [6.1, 6.5]}

| no. | electronic energy (a.u.) |
| --- | --- |
| 1 | -2095.840501 |
| 2 | -4343.564005 |
| 3 | -8390.429643 |